Below is a structure of composition C27H32BF5N6OPRbS2Te in a non-equilibrium geometry, with properties calculated with ωB97M-V/def2-TZVPD.

**ΔE to the lowest compared entry with this formula, charge and spin**: 26.17 kcal per mole
**Orbital gap**: 6.90 eV
**Total charge**: -2
**E_LUMO**: 3.93 eV
**E**: -92687.0442 eV

XYZ file:
```
77
C27H32BF5N6OPRbS2Te, DFT ωB97M-V/def2-TZVPD
H -1.190 5.784 -3.046
H -0.133 3.702 -3.676
C -3.259 2.384 1.042
H 2.346 3.688 -4.565
C 2.448 4.385 -3.731
H -0.119 -7.284 3.239
C 0.421 -6.435 3.642
O 2.147 -2.110 -1.988
C -2.145 5.255 -3.043
C 1.675 -6.618 4.214
F 2.640 -0.026 -3.810
C -2.953 -2.388 4.601
C -0.766 -0.618 -3.556
H -4.099 2.989 1.383
C -1.048 -2.004 -3.068
C 2.310 3.674 -2.425
N -0.557 0.383 -2.718
H -0.807 -0.719 -5.794
H -2.514 2.331 1.837
C -0.416 1.195 -4.771
H 3.348 -5.669 5.161
B -0.137 2.881 -2.804
H -1.096 -5.005 3.108
C -0.241 2.190 -5.873
C -1.469 -3.106 6.347
H -3.087 -2.042 3.583
H 4.115 1.783 0.743
P -0.198 -2.393 3.951
H -0.164 -2.636 -3.179
Rb 1.012 -0.312 -0.647
H -2.274 4.797 -4.026
N -1.611 2.432 -0.782
H 4.246 3.968 -1.414
F 3.541 -2.435 -4.372
H -0.969 2.999 -5.796
C -3.839 -3.024 6.747
H 0.755 2.635 -5.853
C -2.550 -3.292 7.194
C -2.663 2.974 -0.198
N 1.406 2.435 -0.827
H -1.327 -1.979 -2.014
S -0.836 -2.159 2.094
Te 3.507 -1.367 -2.790
H -2.943 5.982 -2.893
C 3.248 3.558 -1.418
H 2.112 -7.609 4.257
S 0.962 -1.064 4.837
F 4.895 -2.488 -2.109
H -0.459 -3.294 6.693
N -0.342 1.489 -3.453
C -3.076 4.123 -0.904
H -3.900 4.782 -0.675
C -0.694 -0.153 -4.883
H 3.435 4.844 -3.787
H -2.392 -3.645 8.207
N -1.321 3.193 -1.856
C 2.626 2.764 -0.436
H -3.609 1.367 0.857
C 0.561 -4.071 4.083
H -5.041 -2.357 5.101
H -1.866 -2.451 -3.635
C 2.368 -5.529 4.719
H 2.338 -3.394 5.043
N 1.208 2.991 -2.038
H 2.457 1.655 1.376
C -2.189 4.227 -1.958
C 3.171 2.313 0.882
C -1.665 -2.660 5.042
F 5.028 -0.590 -3.655
H 1.691 5.163 -3.850
C -0.131 -5.167 3.572
C -4.037 -2.568 5.452
H 3.353 3.165 1.540
H -4.684 -3.168 7.410
C 1.812 -4.257 4.654
F 4.012 -0.078 -1.463
H -0.375 1.688 -6.831
```